No. 1
C26H33N4O2SSn | ωB97M-V/def2-TZVPD

The calculation puts the HOMO energy at -0.16758 Eh. The value obtained for the relative energy (zero: lowest compared OMol25 entry of this formula, charge and spin) is 0.129 eV. For the HOMO-LUMO gap, the calculation gives 7.12 eV. The total charge is -1.

Last column: Löwdin charge in e.
Atoms and positions in Å:
Sn: 0.825964 -1.172654 -0.822262  0.97
C: 3.065291 1.569899 4.804495  -0.12
C: 1.874044 1.596278 3.844225  -0.24
C: 0.759049 0.619246 4.001255  -0.18
C: -0.031459 0.751742 5.131781  -0.08
C: -1.246279 0.127325 5.327082  -0.11
C: -1.686131 -0.839432 4.408862  -0.04
C: -0.885645 -1.082864 3.264055  -0.14
C: -1.282321 -2.223245 2.286521  -0.21
C: -0.831597 -3.665708 2.624918  -0.10
C: 0.366051 -0.426990 3.110312  -0.18
N: 1.214651 -0.825694 2.081674  0.03
C: 2.532579 -0.790612 2.194811  -0.09
C: 3.403818 -0.916677 1.020872  -0.32
C: 4.843099 -0.969662 1.068186  -0.08
C: 5.289009 -1.033769 -0.274961  -0.12
C: 4.123436 -1.038532 -1.083357  -0.13
N: 2.965028 -0.980608 -0.297735  -0.13
H: 4.022814 1.931708 4.310301  0.08
H: 3.297886 0.550099 5.191884  0.07
H: 2.912285 2.247003 5.711335  0.08
H: 2.191246 1.418757 2.814918  0.09
H: 1.412423 2.632374 3.764689  0.13
H: 0.216288 1.418066 5.940374  0.10
H: -1.765296 0.331825 6.258088  0.09
H: -2.669397 -1.374878 4.402523  0.12
H: -0.907967 -2.000884 1.313363  0.01
H: -2.362895 -2.271770 2.219434  0.10
H: 0.285997 -3.676313 2.671184  0.08
H: -1.097155 -4.339006 1.774424  0.07
H: -1.178069 -4.110363 3.541016  0.05
H: 3.095164 -0.725748 3.166928  0.13
H: 5.496083 -0.902633 1.952403  0.09
H: 6.335089 -1.090224 -0.667355  0.09
H: 4.091738 -1.133219 -2.153660  0.09
O: 2.175080 -2.168336 -4.650732  0.02
C: 1.386792 -1.950698 -3.700802  -0.58
O: 1.599797 -1.004972 -2.780005  -0.32
C: 0.136270 -2.793592 -3.589469  -0.17
C: -0.704745 -2.837889 -4.743593  -0.02
C: -1.904509 -3.526899 -4.641148  -0.12
C: -2.174000 -4.286543 -3.523036  -0.12
C: -1.288204 -4.358510 -2.465969  -0.14
C: -0.078054 -3.652325 -2.465495  -0.65
S: 0.907191 -3.652076 -1.008899  0.51
H: -0.357656 -2.355924 -5.667756  0.12
H: -2.630088 -3.551986 -5.469354  0.10
H: -3.023613 -4.978713 -3.583909  0.10
H: -1.534549 -4.933810 -1.590281  0.09
C: -2.482955 2.915771 -4.021182  -0.04
C: -2.342793 3.812467 -2.748066  -0.65
C: -0.991259 4.486345 -2.812622  -0.08
C: -3.520974 4.733040 -2.551116  -0.06
N: -2.386842 2.818575 -1.639755  -0.11
N: -1.937612 3.374735 -0.392243  -0.01
H: -2.323446 3.502102 -4.935086  0.08
H: -3.518875 2.600734 -4.047371  0.07
H: -1.779711 2.046554 -3.952763  0.10
H: -0.950788 5.211036 -3.665257  0.09
H: -0.140562 3.811139 -2.997646  0.09
H: -0.813776 5.143130 -1.918068  0.08
H: -3.821958 5.249269 -3.468305  0.09
H: -3.359216 5.444459 -1.795827  0.05
H: -4.413531 4.210290 -2.199655  0.09
H: -1.711829 2.101300 -1.920978  0.09
H: -2.304575 2.717790 0.314354  0.08
H: -2.383861 4.270731 -0.270526  0.05

Forces on the atoms, in the same order (eV/Å):
Sn -0.1 0.8 0.1
C 1.0 0.6 0.9
C -0.1 1.0 -1.7
C -1.1 -1.0 1.1
C -0.8 0.4 0.3
C -0.4 -1.4 0.0
C 0.1 0.3 -1.5
C 0.1 -1.1 0.5
C -0.2 -0.1 1.4
C 1.6 0.2 -1.2
C 0.6 0.2 0.5
N 2.0 0.2 -0.4
C -1.0 -0.6 -0.9
C 1.0 -0.2 0.6
C -0.8 0.3 -0.5
C -0.6 0.0 -0.3
C -0.5 -0.2 1.8
N 2.1 0.0 0.1
H -1.2 -0.3 0.4
H -0.3 0.6 -0.3
H 0.1 -0.9 -1.1
H 0.6 0.3 0.1
H 0.6 -1.1 0.5
H 0.5 0.5 -0.1
H -0.2 -0.1 -0.2
H 1.0 0.6 0.6
H 0.2 0.2 -0.7
H -0.4 0.4 0.0
H -0.7 -0.1 0.0
H 0.1 0.5 0.6
H -0.5 0.2 0.5
H -0.7 0.1 -0.7
H -0.6 -0.1 -0.4
H -1.2 0.1 0.5
H -0.4 0.1 -0.1
O -1.7 0.6 1.8
C 2.1 0.5 -0.7
O -0.4 -1.5 -1.6
C 0.2 -0.8 -0.5
C 0.5 0.1 1.3
C 0.0 0.1 -1.2
C -0.3 -1.0 0.0
C 0.2 0.0 0.0
C -1.2 1.6 -0.8
S 0.4 -0.5 0.0
H -0.3 0.0 0.6
H 0.5 0.1 0.3
H 0.1 0.5 0.4
H 0.0 -0.3 0.1
C -0.1 0.5 0.6
C 0.5 -2.0 -0.2
C 0.6 2.3 -0.2
C -0.9 -0.3 -1.1
N -0.2 -0.3 -1.1
N 0.5 -0.9 0.7
H 0.3 -0.2 0.2
H -0.1 -0.6 -0.1
H -0.7 0.7 -0.3
H -0.2 -0.5 0.4
H -0.5 0.0 0.5
H 0.1 -0.9 -0.6
H 0.3 0.1 0.1
H 0.5 1.3 0.9
H 0.2 -0.5 -0.2
H 0.0 0.3 0.6
H 0.2 0.8 -0.3
H -0.3 0.0 0.2


No. 2
C26H33N6STi | ωB97M-V/def2-TZVPD

The calculation puts the HOMO energy (alpha / beta) at -0.28050 / -0.38621 Eh. For the HOMO-LUMO gap (alpha / beta), the calculation gives 4.98 / 7.98 eV. Its multiplicity is 3. The total charge is +1.

Last column: Löwdin charge in e.
Atoms and positions in Å:
Ti: 10.963010 13.032708 9.134369  0.70
N: 13.267257 13.284075 9.656117  -0.02
C: 13.732980 14.511182 8.972584  -0.21
C: 12.810420 15.674442 9.249415  -0.17
N: 11.345545 15.400389 9.095071  -0.21
C: 10.827667 15.970434 7.790901  -0.15
C: 10.680652 15.027053 6.554761  -0.19
N: 10.828976 13.568556 6.854082  -0.01
C: 10.579123 15.838492 10.305171  -0.18
C: 10.833587 15.004167 11.563127  -0.19
N: 10.690907 13.527711 11.365355  -0.01
H: 13.766193 12.465436 9.315837  0.08
H: 13.407665 13.317025 10.665166  0.09
H: 14.740005 14.804778 9.301415  0.13
H: 13.803020 14.320570 7.888597  0.12
H: 12.952660 16.024088 10.284409  0.12
H: 13.107249 16.494904 8.591508  0.12
H: 9.836841 16.436264 7.991988  0.12
H: 11.469349 16.814607 7.472964  0.12
H: 9.671613 15.249810 6.149169  0.11
H: 11.398777 15.409851 5.803620  0.12
H: 10.060379 13.026527 6.466519  0.10
H: 11.687769 13.227242 6.426443  0.07
H: 10.848019 16.883638 10.549611  0.14
H: 9.493104 15.852462 10.052260  0.12
H: 11.830489 15.222031 11.944743  0.11
H: 10.130660 15.387707 12.307360  0.13
H: 11.474603 13.077288 11.829130  0.09
H: 9.837598 13.173840 11.780668  0.09
S: 6.322456 13.675422 9.098415  1.06
C: 7.956178 13.769678 8.511320  -0.43
N: 8.863734 12.908823 9.032999  -0.08
C: 8.219279 11.999511 9.966785  -0.28
C: 8.756914 10.911732 10.656820  -0.06
C: 7.937804 10.067652 11.404959  -0.07
C: 6.572532 10.306500 11.527210  -0.05
C: 6.034898 11.405551 10.811855  -0.07
C: 6.833386 12.256373 10.050981  -0.44
H: 8.216416 14.450528 7.705498  0.06
H: 9.836566 10.717057 10.567272  0.09
H: 8.429009 9.234712 11.892153  0.11
H: 5.927089 9.678854 12.138075  0.11
H: 4.979516 11.634404 10.872930  0.11
N: 11.349389 11.370205 8.737266  -0.08
C: 11.743242 10.235455 8.243837  -0.33
C: 11.283514 8.967329 8.841272  -0.20
C: 9.932944 8.579148 8.962501  -0.05
C: 9.575088 7.379103 9.562101  -0.09
C: 10.573494 6.473086 9.917125  -0.09
C: 11.916743 6.814875 9.792746  -0.07
C: 12.270853 8.048703 9.256411  -0.04
C: 12.652960 10.164409 7.133800  -0.17
C: 13.475729 11.244159 6.709373  -0.05
C: 14.307450 11.098763 5.599902  -0.08
C: 14.338421 9.899053 4.878609  -0.08
C: 13.477384 8.865495 5.248600  -0.08
C: 12.635596 8.996255 6.324060  -0.03
H: 9.168854 9.207016 8.534556  0.11
H: 8.528438 7.147566 9.713868  0.10
H: 10.285859 5.468403 10.218194  0.10
H: 12.663199 6.108849 10.118931  0.10
H: 13.320070 8.323946 9.137025  0.12
H: 13.504205 12.170740 7.272725  0.06
H: 14.897486 11.950373 5.299620  0.10
H: 15.037948 9.770855 4.072198  0.10
H: 13.503946 7.931846 4.693383  0.11
H: 11.938896 8.202765 6.542277  0.12

Forces on the atoms, in the same order (eV/Å):
Ti 0.7 1.8 -0.2
N -0.2 0.3 -0.2
C 0.3 -0.4 0.1
C -0.6 0.3 0.5
N 0.0 -0.2 -0.8
C -0.5 0.6 0.8
C -0.2 0.2 0.1
N 0.3 1.1 0.0
C -0.3 0.5 -0.7
C -0.2 0.0 -0.3
N 0.5 0.7 -0.1
H -0.2 0.1 0.1
H 0.3 0.2 -0.3
H -0.1 0.0 -0.2
H -0.2 -0.1 0.4
H 0.1 -0.1 -0.3
H 0.0 0.1 0.1
H 0.6 -0.4 0.0
H -0.2 -0.3 0.3
H 0.6 -0.4 0.0
H -0.3 -0.7 0.2
H 0.2 0.1 0.0
H -0.3 -0.2 0.1
H -0.2 -0.2 0.0
H 0.7 -0.2 0.1
H 0.0 -0.1 0.0
H 0.1 -0.2 0.1
H -0.3 -0.2 0.1
H 0.0 0.0 0.0
S 1.1 -1.2 0.2
C 1.2 -1.8 1.2
N -2.5 0.7 0.2
C -0.9 1.3 -1.4
C 0.7 0.1 -0.1
C 0.4 0.4 0.0
C -0.2 1.2 -1.0
C -0.3 -0.2 0.7
C 0.1 -0.4 0.3
H 0.0 0.0 0.3
H -0.7 0.0 0.0
H -0.2 0.0 0.1
H 0.1 0.1 -0.2
H -0.1 -0.2 0.1
N 0.1 -1.9 -0.3
C -0.6 0.5 0.7
C 0.0 -1.5 0.2
C 0.7 0.4 0.0
C 0.5 -0.1 -0.3
C -0.3 -0.1 0.0
C -0.3 0.2 -0.2
C -0.3 0.2 0.2
C 0.5 -0.1 -1.7
C -0.2 -1.0 0.0
C -0.5 -0.3 0.1
C -0.2 0.4 0.6
C 0.6 0.0 -0.5
C 0.1 0.7 0.5
H -0.1 0.3 0.1
H 0.0 -0.2 -0.2
H 0.1 0.2 0.3
H 0.2 -0.1 -0.1
H -0.2 -0.1 0.1
H -0.1 -0.1 0.0
H 0.3 0.0 -0.1
H 0.0 0.0 -0.3
H -0.1 0.1 0.0
H 0.0 -0.1 0.2


No. 3
C26H34CeClO2 | ωB97M-V/def2-TZVPD

The calculation puts the HOMO energy (alpha / beta) at -0.21948 / -0.21978 Eh. The value obtained for the relative energy (zero: lowest compared OMol25 entry of this formula, charge and spin) is 0.000 eV. For the HOMO-LUMO gap (alpha / beta), the calculation gives 6.08 / 6.09 eV. Its multiplicity is 2.

Last column: Löwdin charge in e.
Atoms and positions in Å:
O: -0.272810 0.626645 -0.817696  -0.24
C: 0.771681 0.286978 -1.830507  -0.09
C: 0.111930 1.130911 -2.898715  -0.08
H: 0.755968 -0.791248 -2.045060  0.13
H: 1.762408 0.642601 -1.509609  0.13
C: -0.962048 1.443549 -1.854593  -0.52
H: -0.241009 0.543859 -3.743827  0.08
H: 0.697808 1.996790 -3.230927  0.13
C: -2.329748 0.853837 -2.155295  0.00
H: -2.257630 -0.207072 -2.430177  0.10
H: -2.793908 1.414110 -2.980081  0.10
H: -2.981594 0.939780 -1.277719  0.07
C: -1.024198 2.905239 -1.464444  0.00
H: -0.011633 3.311062 -1.338287  0.09
H: -1.591836 3.037590 -0.532819  0.08
H: -1.541827 3.454845 -2.264548  0.10
Ce: 0.084561 0.436134 1.683823  1.21
C: 0.736114 2.472459 3.254927  -0.20
C: 1.941305 1.705270 3.199201  -0.20
C: 2.451466 1.766451 1.863523  -0.18
H: 2.400978 1.188277 4.036936  0.08
C: 1.564323 2.582764 1.091153  -0.21
C: 0.500886 3.023868 1.950832  -0.20
H: -0.313882 3.690557 1.666374  0.11
H: 0.135434 2.635820 4.146793  0.11
H: 3.365918 1.294713 1.504834  0.11
H: 1.709752 2.869988 0.048837  0.10
C: -1.787663 0.215666 3.539851  -0.19
C: -2.106204 1.425530 2.852665  -0.19
C: -2.516544 1.089500 1.527542  -0.20
H: -2.097540 2.431278 3.276219  0.12
C: -2.466781 -0.339435 1.402903  -0.20
C: -2.023910 -0.874946 2.648798  -0.19
H: -1.900002 -1.934799 2.887721  0.12
H: -1.482970 0.130649 4.584917  0.09
H: -2.883574 1.786332 0.772377  0.10
H: -2.755501 -0.910740 0.516383  0.11
O: 0.454325 -0.400987 -5.201618  -0.21
C: -0.117829 0.456173 -6.225094  -0.19
C: 0.219890 -0.096263 -7.617846  -0.15
H: 0.280760 1.477429 -6.091472  0.12
H: -1.204923 0.500315 -6.048020  0.12
C: 1.260585 -1.201199 -7.356510  -0.15
H: 0.600393 0.691359 -8.264926  0.11
H: -0.686099 -0.516395 -8.061003  0.11
C: 1.136526 -1.500415 -5.846519  -0.18
H: 2.271142 -0.832175 -7.569582  0.11
H: 1.078333 -2.096788 -7.951939  0.11
H: 2.113391 -1.632765 -5.355083  0.12
H: 0.538199 -2.419576 -5.694338  0.12
Cl: 0.861791 -0.139860 5.871562  0.74
C: 0.792154 -1.842097 5.655741  -0.62
C: 0.590963 -2.654666 6.763988  -0.13
C: 0.542999 -4.052138 6.604035  -0.12
C: 0.549761 -4.600977 5.317665  -0.12
C: 0.665582 -3.782623 4.201415  -0.06
C: 0.897090 -2.380956 4.337599  -0.34
C: 1.194655 -1.546808 3.214781  -0.22
H: 0.485677 -2.199897 7.746818  0.10
H: 0.487105 -4.689773 7.486666  0.09
H: 0.468764 -5.685456 5.196063  0.10
H: 0.623730 -4.212015 3.195968  0.10
H: 1.219855 -2.066878 2.245857  0.03
H: 2.027449 -0.849392 3.363493  0.02

Forces on the atoms, in the same order (eV/Å):
O 0.7 -0.1 -1.2
C 0.1 -0.2 0.5
C -0.3 0.1 0.0
H 0.2 0.3 0.2
H -0.3 -0.3 0.1
C -0.5 0.3 0.0
H 0.1 0.4 0.4
H -0.2 -0.2 0.1
C -0.1 0.1 0.2
H 0.0 0.3 0.0
H 0.1 -0.2 0.2
H 0.1 0.0 -0.2
C -0.2 0.0 0.2
H -0.3 0.0 0.0
H 0.2 0.0 -0.2
H 0.2 -0.1 0.2
Ce 0.4 -1.3 0.4
C 0.9 0.2 -0.6
C -0.1 0.8 -0.5
C -0.5 0.6 0.3
H -0.2 0.1 -0.3
C 0.1 0.4 0.9
C 1.0 -0.1 0.1
H 0.2 -0.3 0.1
H 0.2 -0.1 -0.3
H -0.3 0.1 0.1
H -0.1 -0.2 0.4
C -0.7 0.0 -0.2
C -0.6 -0.6 -0.1
C -0.1 -0.4 0.4
H 0.1 -0.4 -0.2
C -0.3 0.2 0.6
C -0.6 0.4 -0.2
H 0.1 0.5 -0.1
H 0.0 0.0 -0.5
H 0.2 -0.2 0.3
H 0.2 0.2 0.4
O 0.5 -0.4 -1.8
C -0.1 0.4 0.5
C -0.2 -0.4 0.5
H -0.1 -0.4 0.1
H 0.3 0.0 -0.1
C 0.3 0.4 0.5
H 0.0 -0.1 -0.1
H 0.2 0.1 -0.1
C -0.3 -0.4 0.1
H -0.2 -0.1 -0.1
H 0.1 0.1 0.0
H -0.3 0.0 -0.2
H 0.2 0.3 0.0
Cl 0.2 0.6 0.3
C -0.2 -1.5 -0.5
C 0.2 -0.6 -0.3
C -0.1 0.5 0.1
C -0.1 0.1 0.1
C 0.1 0.4 0.4
C -0.3 -0.3 0.4
C -0.3 1.2 -1.1
H 0.1 -0.1 -0.2
H -0.1 0.2 -0.3
H 0.0 0.4 0.0
H 0.2 0.2 0.3
H 0.4 -0.3 0.1
H -0.1 -0.4 -0.1


| no. | electronic energy (eV) | F_max (eV/Å) |
| --- | --- | --- |
| 1 | -54221.3722 | 2.52 |
| 2 | -70384.4583 | 2.66 |
| 3 | -57057.8251 | 1.94 |